Record 1
104
Properties=species:S:1:pos:R:3:forces:R:3 method="wB97M-V/def2-TZVPD" fmax_ev_per_a=6.71 charge=0 homo_lumo_gap_ev=7.49 homo_ha=-0.288 energy_ev=-153928.4809
C 2.6295 -2.9580 -4.2036 -0.062 0.435 -0.094
C 2.1193 -3.9289 -3.1515 -0.883 0.683 -0.087
C 1.1690 -4.9440 -3.7614 -0.650 -0.109 0.084
C 3.2881 -4.6362 -2.5106 -0.201 0.237 0.416
O 1.3827 -3.1399 -2.0089 -0.258 0.283 -0.486
C 0.2620 -2.3776 -2.2697 -0.313 -1.805 -3.370
C -0.4306 -1.8408 -1.0373 -4.952 0.178 0.211
N -1.0289 -2.9455 -0.3464 0.686 -0.551 -1.702
C -1.9538 -3.5633 -1.0538 1.064 0.128 2.192
C -3.2268 -3.0292 -1.5998 0.166 0.724 -0.774
C -4.3880 -3.8032 -1.4046 0.511 0.280 -0.276
C -5.6090 -3.3918 -1.9114 0.226 0.442 0.159
C -5.7199 -2.1583 -2.5539 0.336 0.243 0.064
C -4.5823 -1.3592 -2.7253 0.301 -0.187 0.434
C -3.3254 -1.7787 -2.2525 -0.456 -0.399 -0.250
C -1.6495 -5.0036 -1.1024 -0.105 -0.421 0.489
C -2.2723 -5.8190 -2.0442 0.223 0.311 0.615
C -1.9658 -7.1605 -2.0950 0.263 -0.099 -0.124
C -0.9833 -7.6972 -1.2810 0.230 0.175 0.350
C -0.2999 -6.8653 -0.3784 -0.213 0.343 -0.176
C -0.6041 -5.5040 -0.2854 -0.187 -0.742 -0.161
O -0.1993 -2.2923 -3.4047 0.467 0.287 1.602
H 3.3206 -2.2369 -3.7404 -0.216 -0.116 -0.199
H 3.1990 -3.5382 -4.9513 -0.253 0.259 0.256
H 1.8023 -2.4219 -4.7017 0.470 -0.274 0.251
H 0.8497 -5.6512 -2.9818 -0.035 0.122 -0.240
H 0.2815 -4.4361 -4.1762 0.428 -0.343 0.120
H 1.6710 -5.5198 -4.5647 -0.147 0.397 0.431
H 2.9644 -5.3444 -1.7590 -0.134 -0.194 0.173
H 3.8369 -5.1729 -3.2842 -0.050 0.012 -0.020
H 3.9567 -3.9276 -2.0425 0.251 0.217 0.135
H -1.1172 -0.9725 -0.9738 -2.148 -1.143 -2.674
H -4.2891 -4.7408 -0.8727 -0.171 0.048 -0.027
H -6.4669 -4.0239 -1.7668 -0.268 -0.046 0.013
H -6.6938 -1.7919 -2.8834 0.306 -0.191 -0.031
H -4.6619 -0.3834 -3.2008 -0.032 -0.237 0.016
H -2.4225 -1.1819 -2.4417 -0.693 -0.382 0.003
H -2.9884 -5.3716 -2.7142 -0.126 -0.176 -0.094
H -2.5072 -7.7593 -2.7920 -0.110 -0.537 -0.397
H -0.7296 -8.7533 -1.3537 -0.072 0.208 0.070
H 0.4797 -7.2773 0.2524 -0.028 -0.013 -0.056
H -0.0502 -4.8328 0.3977 -0.601 -0.562 -0.604
O 0.0068 -2.7995 3.5340 1.603 1.961 0.274
C 0.6358 -1.8267 3.5983 -2.860 -3.370 -0.478
Co 1.4891 -0.3079 3.5676 0.118 0.859 0.241
C 1.8052 0.0244 5.2752 -0.135 0.838 2.235
O 1.9580 0.2365 6.3986 -0.117 -0.426 -1.715
C 3.2076 -0.7287 3.4213 1.933 0.290 -0.316
O 4.3149 -1.0492 3.4160 -1.686 0.224 -0.069
C 1.2978 0.0115 1.6805 0.862 -0.472 -1.869
C 0.1859 -0.1874 0.8610 2.211 -1.363 -0.238
C 0.4332 -0.9196 -0.4786 4.648 3.429 3.410
C 0.5650 0.2789 -1.5036 -0.254 -0.794 0.417
C 1.7376 0.2834 -2.2167 0.890 0.093 0.089
C 2.0099 1.2617 -3.1652 -0.040 0.169 -0.188
C 1.0526 2.2500 -3.4199 0.240 -0.363 0.003
C -0.1539 2.2526 -2.7078 -0.256 -0.410 0.222
C -0.4386 1.2319 -1.7718 0.690 0.487 0.042
Co -0.1700 1.0812 2.0409 -0.760 0.160 1.652
C -1.8215 1.1409 1.5970 -4.311 0.604 -1.476
O -2.9344 1.1413 1.2273 3.203 -0.202 1.059
C -0.4008 0.8410 3.8342 -1.113 0.391 1.981
O -1.0620 1.0315 4.7884 1.330 -0.524 -1.789
P 0.3047 3.2158 2.1969 0.144 1.124 0.140
C -1.0005 4.1993 1.3534 -0.109 0.110 -0.208
C -0.7573 4.9189 0.1739 -0.233 -0.045 0.231
C -1.7994 5.6135 -0.4478 -0.092 -0.091 0.143
C -3.0849 5.5979 0.1012 0.158 -0.077 0.038
C -3.3326 4.8803 1.2753 0.265 -0.078 -0.003
C -2.2970 4.1758 1.8929 -0.048 0.278 -0.206
C 0.3188 3.9733 3.8777 0.150 0.243 0.206
C -0.4065 5.1257 4.2236 0.053 -0.279 0.236
C -0.3758 5.6104 5.5359 0.201 -0.143 -0.083
C 0.4206 4.9845 6.4978 -0.028 -0.113 -0.152
C 1.2057 3.8830 6.1407 -0.069 0.112 -0.201
C 1.1657 3.3916 4.8347 -0.102 0.209 0.098
C 1.8500 3.9450 1.5026 0.344 -0.150 -0.277
C 2.4645 5.0784 2.0648 -0.032 -0.121 -0.208
C 3.5809 5.6572 1.4543 -0.144 -0.222 -0.077
C 4.1005 5.1090 0.2789 -0.214 -0.151 0.050
C 3.5074 3.9702 -0.2771 -0.068 0.069 0.109
C 2.3954 3.3838 0.3329 -0.016 0.212 0.220
H 2.2220 0.1437 1.1242 0.336 -0.129 0.087
H 1.3623 -1.4838 -0.3809 0.940 0.936 0.340
H 2.4540 -0.5022 -1.9509 -0.033 0.400 -0.380
H 2.9729 1.2437 -3.6897 -0.492 0.077 0.095
H 1.2499 2.9787 -4.2107 -0.141 -0.064 0.432
H -0.8775 3.0605 -2.8919 0.263 -0.545 0.122
H -1.3792 1.2412 -1.2033 0.424 0.004 -0.313
H 0.2468 4.9475 -0.2506 -0.279 -0.004 0.091
H -1.5982 6.1753 -1.3614 -0.082 -0.150 0.251
H -3.8955 6.1478 -0.3806 0.256 -0.162 0.125
H -4.3295 4.8661 1.7185 0.270 0.015 -0.162
H -2.4923 3.6404 2.8259 0.043 0.077 -0.314
H -1.0028 5.6502 3.4780 0.106 -0.203 0.210
H -0.9763 6.4830 5.7990 0.213 -0.234 -0.067
H 0.4390 5.3578 7.5236 -0.014 -0.111 -0.316
H 1.8487 3.3989 6.8769 -0.167 0.162 -0.193
H 1.8228 2.5661 4.5463 -0.329 0.166 0.100
H 2.0673 5.5179 2.9801 0.102 -0.118 -0.259
H 4.0385 6.5420 1.8987 -0.115 -0.253 -0.122
H 4.9644 5.5686 -0.2039 -0.236 -0.151 0.141
H 3.9015 3.5344 -1.1964 -0.077 0.121 0.260
H 1.9360 2.4949 -0.1075 0.090 0.209 0.088

***

Record 2
107
Properties=species:S:1:pos:R:3:forces:R:3 method="wB97M-V/def2-TZVPD" fmax_ev_per_a=0.66 e_above_lowest_kj_mol=21.7 charge=+3 homo_lumo_gap_ev=5.22 homo_ha=-0.506 energy_ev=-216039.2719
Zr 0.3669 2.0785 1.2261 0.214 0.341 -0.092
C 1.9549 4.3278 2.8191 -0.124 -0.066 0.013
N 0.6348 3.6539 2.9466 0.074 0.083 0.158
C -0.4535 4.6514 2.7986 0.111 -0.009 -0.106
C -0.5157 5.1062 1.3674 0.115 -0.132 -0.073
C -0.9850 6.3555 1.0255 -0.031 0.116 0.010
C -1.0299 6.7147 -0.3124 -0.025 0.090 -0.029
C -0.5943 5.8092 -1.2692 -0.026 0.081 -0.057
C -0.1427 4.5772 -0.8598 0.034 -0.047 0.178
N -0.0919 4.2156 0.4417 -0.247 0.118 -0.011
C 0.5551 2.9703 4.2603 -0.048 0.032 -0.052
C -0.6049 2.0241 4.2657 -0.047 -0.002 -0.195
C -1.2211 1.6451 5.4370 -0.045 -0.047 0.151
C -2.2735 0.7446 5.3801 -0.034 -0.024 0.091
C -2.6895 0.2776 4.1423 -0.081 -0.045 0.079
C -2.0335 0.7108 3.0154 0.156 0.057 -0.031
N -0.9889 1.5635 3.0563 -0.063 0.007 0.231
C 3.0236 3.2965 2.6282 -0.099 -0.123 -0.086
C 4.2875 3.4505 3.1524 0.129 0.024 0.031
C 5.2344 2.4630 2.9191 0.051 0.045 0.039
C 4.8751 1.3563 2.1678 0.113 -0.048 0.015
C 3.5899 1.2683 1.6821 -0.161 0.122 -0.083
N 2.6596 2.2181 1.9032 0.055 0.068 0.137
H 2.1503 4.9463 3.6963 0.002 0.021 0.062
H 1.9225 4.9876 1.9530 0.001 0.064 -0.050
H -0.2894 5.5017 3.4624 0.013 0.034 0.074
H -1.4007 4.1908 3.0772 -0.057 -0.067 0.059
H -1.3095 7.0400 1.7990 0.012 -0.012 -0.028
H -1.3939 7.6925 -0.6038 0.007 -0.042 0.010
H -0.6132 6.0500 -2.3232 0.003 0.001 0.031
H 0.1768 3.8375 -1.5758 0.025 -0.059 -0.021
H 0.4708 3.6950 5.0720 0.003 0.078 0.019
H 1.4796 2.4133 4.4147 0.085 -0.016 -0.004
H -0.8783 2.0467 6.3826 -0.024 -0.018 -0.035
H -2.7680 0.4229 6.2888 0.022 0.014 -0.047
H -3.5150 -0.4143 4.0422 0.026 0.023 0.015
H -2.3514 0.3772 2.0427 -0.004 -0.005 -0.082
H 4.5272 4.3287 3.7378 0.002 -0.024 -0.004
H 6.2334 2.5546 3.3265 -0.027 0.000 -0.013
H 5.5754 0.5562 1.9692 -0.020 0.041 0.010
H 3.2771 0.4107 1.1095 -0.051 -0.044 -0.008
Se -0.6547 -4.5266 2.6286 -0.022 0.054 -0.021
P -0.1472 -3.9748 0.6767 -0.087 0.164 0.058
C 1.3872 -4.6020 -0.0320 0.168 0.040 0.039
C 1.4393 -5.9840 -0.2243 0.035 0.026 0.037
C 2.5718 -6.5653 -0.7688 -0.008 -0.009 0.001
C 3.6569 -5.7736 -1.1248 0.021 0.006 -0.012
C 3.6102 -4.4008 -0.9327 -0.041 0.011 0.012
C 2.4771 -3.8107 -0.3852 0.015 -0.070 -0.059
C -1.3747 -4.4381 -0.5669 -0.072 0.116 -0.060
C -2.5452 -5.0788 -0.1691 -0.097 0.128 -0.068
C -3.4435 -5.5349 -1.1254 0.007 -0.002 0.045
C -3.1672 -5.3686 -2.4754 -0.028 -0.039 0.015
C -1.9835 -4.7611 -2.8763 0.088 0.100 0.044
C -1.0853 -4.2997 -1.9250 -0.057 -0.046 -0.094
C 0.0877 -2.1314 0.7076 0.322 -0.161 0.200
C -0.5541 -0.9675 0.3104 -0.015 -0.082 0.047
N 0.1242 0.0364 0.9213 -0.245 -0.509 -0.181
N 1.1186 -0.4599 1.6447 -0.304 0.048 -0.072
N 1.1240 -1.7464 1.5344 -0.125 -0.153 -0.153
P -1.9419 -0.3530 -0.6450 -0.041 -0.102 0.090
Se -1.8209 1.8478 -0.4311 0.305 0.043 0.124
C -3.4956 -0.8759 0.0589 -0.059 0.024 0.084
C -4.6515 -0.1385 -0.2266 -0.022 -0.123 -0.069
C -5.8618 -0.5306 0.3191 0.031 0.024 -0.016
C -5.9183 -1.6352 1.1635 -0.005 -0.012 0.014
C -4.7673 -2.3482 1.4672 0.000 -0.043 0.027
C -3.5496 -1.9720 0.9185 -0.066 0.076 -0.009
C -1.7626 -0.7971 -2.3528 -0.040 -0.054 -0.085
C -2.8985 -0.9739 -3.1400 0.038 -0.029 -0.021
C -2.7500 -1.2341 -4.4940 0.000 -0.042 -0.016
C -1.4807 -1.3261 -5.0480 0.013 -0.012 -0.029
C -0.3481 -1.1492 -4.2582 -0.009 -0.010 0.030
C -0.4846 -0.8755 -2.9087 -0.025 -0.009 -0.076
H 0.5977 -6.6047 0.0624 0.010 -0.002 -0.007
H 2.6116 -7.6377 -0.9107 -0.008 0.038 0.005
H 4.5430 -6.2310 -1.5467 -0.030 0.011 0.021
H 4.4661 -3.7912 -1.1969 -0.037 -0.011 0.006
H 2.4580 -2.7420 -0.2179 0.022 -0.037 -0.015
H -2.7331 -5.2282 0.8876 -0.005 -0.017 -0.014
H -4.3464 -6.0461 -0.8154 0.028 0.028 -0.008
H -3.8597 -5.7442 -3.2191 0.029 0.013 0.035
H -1.7452 -4.6798 -3.9290 -0.006 0.026 0.006
H -0.1333 -3.8890 -2.2383 0.015 0.071 -0.027
H -4.6107 0.7271 -0.8771 0.003 0.020 0.024
H -6.7612 0.0261 0.0904 0.024 -0.012 0.006
H -6.8662 -1.9350 1.5918 0.015 0.003 -0.016
H -4.8102 -3.2031 2.1318 0.009 0.043 -0.030
H -2.6590 -2.5205 1.1857 0.107 -0.120 0.034
H -3.8884 -0.9185 -2.7042 0.024 -0.034 -0.020
H -3.6256 -1.3741 -5.1145 0.028 -0.002 0.021
H -1.3704 -1.5424 -6.1037 -0.006 0.017 0.043
H 0.6378 -1.2323 -4.6986 -0.027 0.009 0.007
H 0.3941 -0.7380 -2.2877 -0.009 -0.024 0.021
N 1.5983 1.9239 -0.6875 -0.056 0.231 -0.026
C 2.2134 1.8387 -1.6552 0.299 -0.405 -0.434
C 2.9736 1.6592 -2.8519 -0.130 0.311 0.204
C 3.2901 0.3685 -3.2816 -0.058 -0.146 0.069
C 4.0295 0.2139 -4.4377 0.016 0.006 -0.031
C 4.4438 1.3335 -5.1528 0.000 0.029 -0.016
C 4.1277 2.6176 -4.7192 0.017 -0.050 -0.019
C 3.3906 2.7895 -3.5634 -0.004 0.033 0.014
H 2.9620 -0.4936 -2.7129 0.024 0.012 -0.014
H 4.2884 -0.7779 -4.7837 -0.003 0.024 0.007
H 5.0214 1.2038 -6.0592 -0.007 0.004 0.027
H 4.4606 3.4792 -5.2822 -0.014 -0.025 0.015
H 3.1406 3.7814 -3.2083 0.017 -0.022 -0.021